Entry 1:
Computed, not measured: a structure of composition C13H19ClN2O2SZr, with ωB97M-V with the def2-TZVPD basis set.

2S+1   1
Charge   +2
Gap between HOMO and LUMO   6.322 eV
HOMO level   -15.87 eV

CARTESIAN COORDINATES (ANGSTROEM)
1 Zr -0.384 0.115 -1.690
2 Cl -1.633 2.479 -2.865
3 S -1.352 -1.275 0.182
4 O 2.624 1.448 -0.612
5 O -2.545 2.436 -0.298
6 N 0.546 -1.094 2.078
7 N -1.127 0.561 2.161
8 C 0.225 -0.104 -4.112
9 C -1.082 -0.680 -3.892
10 C -1.901 1.823 -1.096
11 C 1.157 -0.841 -3.315
12 C 1.014 1.844 2.562
13 C 0.721 -1.367 3.553
14 C -0.345 1.426 3.081
15 C -0.537 -1.773 4.286
16 C -0.593 -0.531 1.578
17 C -0.918 -1.824 -3.027
18 C 0.467 -1.920 -2.659
19 C 0.563 0.963 -5.097
20 C 1.613 0.933 -0.892
21 H -0.963 2.313 3.272
22 H 2.221 -0.630 -3.315
23 H 1.192 -0.481 3.993
24 H -0.901 -2.732 3.894
25 H 0.931 -2.684 -2.046
26 H 1.666 0.988 2.326
27 H -1.333 -1.019 4.205
28 H -1.851 1.044 1.618
29 H 0.914 2.473 1.670
30 H -1.960 -0.431 -4.501
31 H -1.709 -2.521 -2.782
32 H 0.874 -1.879 1.512
33 H 1.474 2.456 3.351
34 H 0.678 0.525 -6.096
35 H 1.454 -2.184 3.601
36 H 1.520 1.434 -4.836
37 H -0.251 0.882 4.027
38 H -0.263 -1.915 5.339
39 H -0.206 1.741 -5.156

natural (NBO) atomic charge list, values in e, 6 entries: atom 1 (Zr): 1.585, atom 2 (Cl): -0.090, atom 3 (S): -0.105, atom 4 (O): -0.264, atom 5 (O): -0.448, atom 6 (N): -0.588

Entry 2:
Computed, not measured: a structure of composition C13H19ClORuSi, with ωB97M-V with the def2-TZVPD basis set.

2S+1   5
Gap between HOMO and LUMO (alpha / beta)   6.155 / 7.069 eV
HOMO level (alpha / beta)   -6.96 / -8.54 eV
Relative energy (zero: lowest compared OMol25 entry of this formula, charge and spin)   0.0 kJ/mol

CARTESIAN COORDINATES (ANGSTROEM)
1 Ru 0.451 0.077 -1.209
2 Cl 2.566 0.275 -0.365
3 Si -0.281 0.607 2.183
4 O -0.553 0.721 0.590
5 C -0.417 -2.031 -0.064
6 C -0.337 -2.163 -2.362
7 C -0.906 0.650 -3.121
8 C 0.097 2.150 -1.671
9 C 0.970 -2.021 -0.446
10 C 1.116 1.624 -2.542
11 C -1.206 -2.147 -1.244
12 C -1.815 -0.087 3.041
13 C 1.136 -0.556 2.636
14 C 0.205 2.205 3.070
15 C 1.010 -2.013 -1.891
16 C -1.148 1.582 -2.094
17 C 0.517 0.584 -3.343
18 H 0.273 2.873 -0.883
19 H 2.056 -0.244 2.121
20 H 1.911 -2.034 -2.479
21 H 1.825 -2.110 0.212
22 H -2.288 -2.206 -1.283
23 H -1.663 -0.069 4.134
24 H 2.149 1.929 -2.559
25 H 1.272 -0.503 3.726
26 H 0.274 2.072 4.160
27 H -1.661 0.075 -3.653
28 H -0.540 2.985 2.871
29 H -2.103 1.835 -1.663
30 H -0.628 -2.293 -3.403
31 H -1.989 -1.130 2.726
32 H -2.698 0.524 2.787
33 H 0.899 -1.589 2.355
34 H 1.192 2.532 2.715
35 H 1.075 -0.068 -4.019
36 H -0.760 -2.036 0.965

Löwdin atomic charge list, values in e, 6 entries: atom 1 (Ru): 1.192, atom 2 (Cl): 0.156, atom 3 (Si): 0.228, atom 4 (O): -0.461, atom 5 (C): -0.133, atom 6 (C): -0.144

Entry 3:
Computed, not measured: a cluster of 2 separate species, C13H19N in total, with ωB97M-V with the def2-TZVPD basis set.

2S+1   1
Gap between HOMO and LUMO   8.752 eV
HOMO level   -7.88 eV
Relative energy (zero: lowest compared OMol25 entry of this formula, charge and spin)   230.8 kJ/mol

CARTESIAN COORDINATES (ANGSTROEM)
1 N 2.504 -0.538 -1.885
2 C 2.869 -0.917 0.336
3 C 0.330 -2.220 0.588
4 C 3.978 -0.195 -0.166
5 C 1.252 -2.068 1.706
6 C -2.648 2.301 0.453
7 C 5.166 0.402 0.518
8 C -4.345 1.249 -1.437
9 C 2.489 -1.483 1.602
10 C 0.638 -1.687 -0.661
11 C -4.277 0.096 0.855
12 C 1.926 -1.051 -0.727
13 C -3.398 0.975 -0.139
14 C 3.707 0.093 -1.480
15 H 5.042 1.477 0.877
16 H -3.818 -0.900 0.884
17 H -0.668 -2.753 0.765
18 H -5.018 2.037 -1.245
19 H 6.099 0.475 -0.066
20 H -3.462 2.891 0.803
21 H -3.713 1.616 -2.326
22 H -4.290 0.492 1.852
23 H 0.149 -1.806 -1.590
24 H 0.845 -2.595 2.558
25 H -1.911 2.128 1.229
26 H 5.309 -0.180 1.570
27 H 4.323 0.624 -2.169
28 H -2.217 2.827 -0.329
29 H -5.250 0.194 0.430
30 H -4.579 0.281 -1.862
31 H 3.101 -1.292 2.437
32 H -2.498 0.285 -0.566
33 H 2.365 -0.757 -2.815

natural (NBO) atomic charge list, values in e, 6 entries: atom 1 (N): -0.535, atom 2 (C): -0.095, atom 3 (C): -0.211, atom 4 (C): -0.100, atom 5 (C): -0.242, atom 6 (C): -0.608

Entry 4:
Computed, not measured: a structure of composition C13H19N2Na, with ωB97M-V with the def2-TZVPD basis set.

2S+1   1
Gap between HOMO and LUMO   5.130 eV
HOMO level   -5.36 eV
Relative energy (zero: lowest compared OMol25 entry of this formula, charge and spin)   55.5 kJ/mol

CARTESIAN COORDINATES (ANGSTROEM)
1 Na -1.625 0.362 -0.640
2 N 3.234 1.401 -1.261
3 N 0.732 0.608 -0.697
4 C 1.621 -0.574 -0.800
5 C -2.883 -2.994 0.727
6 C 1.270 1.507 0.354
7 C -1.958 -0.836 2.252
8 C 0.791 1.403 -1.940
9 C -3.321 -1.720 0.417
10 C 3.076 -0.099 -1.134
11 C -1.414 -2.102 2.452
12 C -2.026 -3.211 1.823
13 C -2.902 -0.589 1.230
14 C 2.239 1.838 -2.249
15 C 2.727 2.001 0.041
16 C -3.528 0.641 0.978
17 H 3.423 1.666 0.785
18 H -2.009 -4.154 2.278
19 H -3.455 1.478 1.696
20 H 0.440 0.741 -2.743
21 H 1.610 -1.182 0.126
22 H -1.702 0.093 2.847
23 H 2.325 2.916 -2.332
24 H -3.151 -3.845 0.155
25 H 3.665 -0.481 -0.275
26 H 1.213 -1.214 -1.589
27 H 2.621 1.449 -3.200
28 H -0.555 -2.245 3.103
29 H -4.432 0.623 0.387
30 H 1.205 1.003 1.310
31 H 2.770 3.095 -0.158
32 H -4.107 -1.686 -0.313
33 H 0.075 2.242 -1.901
34 H 3.373 -0.546 -2.081
35 H 0.656 2.411 0.354

natural (NBO) atomic charge list, values in e, 6 entries: atom 1 (Na): 0.920, atom 2 (N): -0.382, atom 3 (N): -0.484, atom 4 (C): -0.256, atom 5 (C): -0.179, atom 6 (C): -0.266

Entry 5:
Computed, not measured: an isolated molecule of C13H19N3O2S, with ωB97M-V with the def2-TZVPD basis set.

2S+1   1
Gap between HOMO and LUMO   9.222 eV
HOMO level   -8.67 eV
Relative energy (zero: lowest compared OMol25 entry of this formula, charge and spin)   0.0 kJ/mol

CARTESIAN COORDINATES (ANGSTROEM)
1 S -1.061 -1.053 -0.875
2 O -2.502 0.873 0.281
3 O 0.929 -4.776 -3.360
4 N -1.112 1.882 1.743
5 N 0.143 -3.024 -2.155
6 N 1.496 -1.728 -0.768
7 C -1.393 0.993 0.772
8 C 2.442 -3.546 -1.989
9 C 2.559 -2.505 -1.123
10 C 3.853 -2.115 -0.488
11 C 0.196 2.022 2.348
12 C -2.211 2.692 2.238
13 C -2.326 4.016 1.480
14 C 0.171 4.509 1.737
15 C 1.174 -3.882 -2.580
16 C -1.259 5.034 1.868
17 C 0.344 -2.009 -1.286
18 C 0.515 3.453 2.791
19 C -0.266 0.094 0.294
20 H -0.783 -3.196 -2.529
21 H 0.276 1.354 3.217
22 H -2.265 3.798 0.413
23 H 0.511 0.634 -0.246
24 H -3.125 2.114 2.077
25 H 1.585 3.483 3.006
26 H 0.854 5.353 1.853
27 H -0.004 3.691 3.720
28 H -1.423 5.356 2.900
29 H 0.949 1.716 1.619
30 H 3.289 -4.154 -2.263
31 H 4.650 -2.790 -0.784
32 H -3.311 4.443 1.675
33 H 3.748 -2.128 0.595
34 H 0.321 4.098 0.738
35 H -2.080 2.859 3.308
36 H -1.372 5.914 1.231
37 H 0.185 -0.491 1.094
38 H 4.112 -1.099 -0.781

natural (NBO) atomic charge list, values in e, 6 entries: atom 1 (S): 0.326, atom 2 (O): -0.630, atom 3 (O): -0.605, atom 4 (N): -0.434, atom 5 (N): -0.597, atom 6 (N): -0.573

Entry 6:
Computed, not measured: a structure of composition C13H20BBrF3O5Yb, with ωB97M-V with the def2-TZVPD basis set.

2S+1   1
Charge   +1
Gap between HOMO and LUMO   5.965 eV
HOMO level   -11.68 eV

CARTESIAN COORDINATES (ANGSTROEM)
1 Yb -3.862 0.661 1.383
2 Br -1.603 0.089 2.652
3 F -0.050 -4.203 -1.592
4 F 1.006 -4.033 0.291
5 F 1.776 -3.073 -1.494
6 O -2.623 1.723 -1.289
7 O -3.330 3.840 -1.132
8 O -0.276 -1.853 1.088
9 O 0.400 -0.736 -0.824
10 O 2.401 0.994 -3.232
11 C 2.964 0.486 -2.046
12 C 0.046 -0.662 1.487
13 C 1.327 -2.023 3.151
14 C -0.312 1.410 -0.272
15 C -2.982 2.813 -0.603
16 C -1.598 0.860 -0.692
17 C 2.646 1.332 -0.802
18 C 0.633 -3.337 -0.813
19 C 2.042 0.516 0.351
20 C 0.562 0.237 0.180
21 C -1.808 -2.259 -0.834
22 C -3.042 2.767 0.928
23 C 1.081 -0.849 2.584
24 B -0.215 -1.972 -0.409
25 H 2.251 1.073 1.252
26 H -2.439 -1.504 -0.342
27 H 4.041 0.377 -2.124
28 H -2.205 2.215 1.421
29 H -2.977 3.783 1.272
30 H 1.611 0.019 2.933
31 H 0.121 1.965 -1.092
32 H 0.675 -2.870 3.093
33 H 2.557 -0.432 0.353
34 H 2.239 -2.117 3.709
35 H 2.565 -0.505 -1.901
36 H 2.073 2.217 -1.043
37 H -1.998 -2.242 -1.901
38 H 2.846 1.804 -3.476
39 H -1.500 0.068 -1.404
40 H 3.592 1.689 -0.415
41 H -2.117 -3.196 -0.396
42 H -2.096 0.424 0.176
43 H -4.004 2.353 1.301
44 H -0.417 2.151 0.523

natural (NBO) atomic charge list, values in e, 6 entries: atom 1 (Yb): 1.617, atom 2 (Br): -0.275, atom 3 (F): -0.340, atom 4 (F): -0.350, atom 5 (F): -0.345, atom 6 (O): -0.485